{"formula": "C63H64F6N6O5S3SbW", "method": "ωB97M-V with the def2-TZVPD basis set", "gap_ev": [4.7, 5.0], "lumo_ev": [-3.35, -3.35], "spin_multiplicity": 3, "total_charge": 1, "de_lowest_kj_mol": 0.00, "s2": 2.035, "symbols": ["W", "S", "C", "C", "C", "C", "C", "C", "N", "C", "C", "C", "C", "C", "C", "C", "H", "H", "H", "H", "H", "H", "H", "H", "O", "S", "O", "N", "C", "C", "C", "C", "C", "C", "C", "C", "N", "C", "C", "C", "C", "C", "C", "C", "H", "H", "H", "H", "H", "H", "H", "H", "H", "H", "H", "F", "C", "C", "C", "C", "O", "C", "C", "N", "C", "C", "C", "C", "C", "C", "N", "C", "C", "N", "C", "C", "C", "O", "O", "H", "H", "H", "H", "H", "H", "H", "H", "H", "H", "H", "H", "H", "H", "H", "H", "H", "H", "F", "C", "C", "F", "C", "F", "C", "S", "C", "F", "C", "F", "C", "C", "C", "C", "Sb", "C", "C", "C", "C", "C", "C", "C", "C", "H", "H", "H", "H", "H", "H", "H", "H", "H", "H", "H", "H", "H", "H", "H", "H", "H", "H", "H", "H", "H", "H", "H", "H", "H", "H", "H"], "coordinates": [[1.3336, 0.8311, 0.9234], [5.4648, 1.3656, -1.7496], [4.7845, -0.0637, -2.4375], [5.4031, -0.9486, -3.3071], [4.7031, -2.0685, -3.7090], [3.3960, -2.2643, -3.2685], [2.7775, -1.3619, -2.4273], [3.4770, -0.2479, -1.9656], [3.0325, 0.7315, -1.0847], [3.9924, 1.5970, -0.8587], [3.8826, 2.6373, 0.1318], [4.8207, 3.6800, 0.1536], [4.7305, 4.6626, 1.1098], [3.7044, 4.5877, 2.0454], [2.8033, 3.5393, 2.0165], [2.8328, 2.4951, 1.0664], [6.4145, -0.7596, -3.6374], [5.1757, -2.7869, -4.3637], [2.8462, -3.1343, -3.6038], [1.7566, -1.5165, -2.1311], [5.6077, 3.7042, -0.5904], [5.4431, 5.4752, 1.1282], [3.6185, 5.3499, 2.8089], [2.0445, 3.5364, 2.7896], [-1.7130, -1.7098, 2.8217], [-0.4368, -1.0573, 3.0133], [0.7039, -1.7146, 2.4224], [-0.3742, 0.3911, 2.2417], [-1.2286, 1.4291, 2.5827], [-2.3368, 1.3451, 3.4092], [-3.0379, 2.5045, 3.7572], [-2.6601, 3.7283, 3.2706], [-1.5964, 3.8345, 2.3540], [-1.2022, 5.0528, 1.7698], [-0.1730, 5.0271, 0.8635], [0.4394, 3.8308, 0.5256], [0.1312, 2.6327, 1.0566], [-0.8881, 2.6673, 1.9916], [-0.0944, -1.0140, 4.7772], [-1.0096, -0.6179, 5.7371], [-0.6337, -0.6133, 7.0737], [0.6481, -0.9856, 7.4440], [1.5497, -1.4168, 6.4798], [1.1717, -1.4492, 5.1493], [-2.6509, 0.3747, 3.7572], [-3.8907, 2.4323, 4.4188], [-3.1831, 4.6335, 3.5478], [-1.7149, 5.9661, 2.0348], [0.1665, 5.9384, 0.3934], [1.2433, 3.8190, -0.1931], [-2.0093, -0.3174, 5.4679], [-1.3478, -0.3089, 7.8265], [0.9447, -0.9467, 8.4838], [2.5491, -1.7213, 6.7610], [1.8442, -1.8048, 4.3835], [-4.7714, -1.5829, -0.4449], [-3.5970, -2.2622, -0.5472], [-2.4314, -1.5862, -0.3231], [-1.1991, -2.2515, -0.3783], [0.0392, -1.5767, -0.1999], [0.1114, -0.2705, -0.2384], [1.1931, -2.3942, -0.0268], [1.1048, -3.7448, -0.1588], [-0.0437, -4.3765, -0.4892], [-0.0523, -5.8101, -0.6369], [-0.8041, -6.6355, 0.3704], [0.6910, -6.6736, 0.3329], [-1.2214, -3.6533, -0.5866], [-2.4168, -4.2938, -0.8893], [-3.6332, -3.6126, -0.8876], [-4.7973, -4.3207, -1.2344], [-5.1178, -5.5747, -0.6021], [-6.1973, -5.3996, 0.4740], [-7.4001, -4.7719, -0.1596], [-7.0564, -3.4526, -0.7826], [-5.9500, -3.6816, -1.8156], [2.5169, -1.8494, 0.4168], [3.5288, -2.5053, 0.3474], [2.4429, -0.6385, 0.8778], [-2.4571, -0.5425, -0.0442], [1.9820, -4.3546, -0.0008], [-0.0877, -6.1234, -1.6751], [-1.3578, -7.5002, 0.0307], [-1.2644, -6.1048, 1.1931], [1.1763, -7.5581, -0.0513], [1.2222, -6.1941, 1.1423], [-2.4296, -5.3447, -1.1260], [-4.2305, -6.0034, -0.1433], [-5.4857, -6.2784, -1.3614], [-5.8386, -4.7402, 1.2640], [-6.4774, -6.3626, 0.8994], [-8.1464, -4.6585, 0.5282], [-7.7390, -5.4001, -0.8945], [-6.7046, -2.7794, -0.0029], [-7.9470, -3.0380, -1.2525], [-5.6714, -2.7323, -2.2648], [-6.3394, -4.3292, -2.6143], [6.9760, 0.2484, 6.4119], [5.8560, 0.4752, 5.7247], [5.6447, -0.1511, 4.5075], [6.5612, -0.9834, 4.0094], [4.4775, 0.0937, 3.8076], [4.3213, -0.4858, 2.6237], [3.4642, 0.9256, 4.2912], [1.8895, 1.0776, 3.5383], [3.7235, 1.5595, 5.5083], [2.8183, 2.3961, 6.0244], [4.8992, 1.3525, 6.2076], [5.1158, 2.0033, 7.3545], [0.6988, 4.0869, -4.8031], [1.0596, 3.8933, -3.3371], [0.6319, 5.1482, -2.5677], [2.5695, 3.7202, -3.2003], [0.1569, 1.9632, -2.3949], [-2.1181, 2.4309, -2.3705], [-2.4186, 2.8479, -0.9389], [-2.5430, 3.5386, -3.3229], [-2.9125, 1.1572, -2.6420], [0.0924, 0.6656, -4.3417], [-0.4003, -0.7229, -3.9130], [-0.8102, 1.1830, -5.4572], [1.5106, 0.5554, -4.8953], [1.1569, 5.0145, -5.1619], [-0.3773, 4.1689, -4.9437], [1.0794, 3.2801, -5.4217], [0.7393, 6.0231, -3.2146], [1.2639, 5.3178, -1.6974], [-0.4059, 5.1079, -2.2411], [3.0794, 4.5868, -3.6342], [2.9261, 2.8273, -3.7178], [2.8633, 3.6572, -2.1518], [-1.9255, 3.7823, -0.6788], [-2.0978, 2.0749, -0.2390], [-3.4972, 2.9930, -0.8082], [-2.0634, 4.4829, -3.0766], [-3.6257, 3.6859, -3.2393], [-2.3110, 3.3023, -4.3595], [-2.4821, 0.3118, -2.1071], [-2.9636, 0.9067, -3.6993], [-3.9394, 1.2955, -2.2836], [-1.4873, -0.7887, -3.9576], [-0.0991, -0.9713, -2.8968], [0.0155, -1.4860, -4.5793], [-1.8035, 1.4427, -5.1040], [-0.9144, 0.3954, -6.2116], [-0.3933, 2.0561, -5.9482], [2.2011, 0.1563, -4.1629], [1.8915, 1.5151, -5.2396], [1.5073, -0.1244, -5.7551]], "lowdin_spin": [1.554, 0.002, 0.001, 0.000, 0.001, 0.000, 0.001, 0.000, 0.006, 0.001, 0.012, -0.004, 0.018, -0.003, 0.014, -0.016, 0.000, 0.000, 0.000, 0.000, -0.001, 0.001, -0.001, 0.001, 0.000, 0.005, 0.007, -0.001, -0.009, 0.023, -0.007, 0.019, -0.001, 0.053, -0.004, 0.060, 0.003, 0.011, 0.001, 0.001, 0.000, 0.001, 0.000, 0.001, 0.001, -0.001, 0.001, 0.003, -0.001, 0.002, 0.000, 0.000, 0.000, 0.000, 0.000, 0.000, 0.000, 0.002, 0.000, 0.012, 0.036, 0.007, 0.002, 0.002, 0.000, 0.000, 0.000, 0.001, 0.000, 0.002, 0.001, 0.000, 0.000, 0.000, 0.000, 0.000, 0.026, 0.037, 0.102, 0.000, 0.000, 0.000, 0.000, 0.000, 0.000, 0.000, 0.000, 0.000, 0.000, 0.000, 0.000, 0.000, 0.000, 0.000, 0.000, 0.000, 0.000, 0.000, 0.001, 0.000, 0.000, 0.001, 0.000, 0.000, -0.022, 0.000, 0.000, 0.000, 0.000, 0.001, 0.003, 0.000, 0.000, 0.014, 0.004, 0.001, 0.001, 0.000, 0.007, 0.001, 0.001, 0.000, 0.000, 0.000, 0.000, 0.000, 0.000, 0.000, 0.000, 0.000, 0.000, 0.001, 0.000, 0.000, 0.000, 0.000, 0.000, 0.000, 0.000, 0.000, 0.000, 0.000, 0.000, 0.000, 0.000, 0.000, 0.000, 0.000, 0.000]}